# 1
{
  "formula": "C20H21N3O3S",
  "method": "wB97M-V/def2-TZVPD",
  "symbols": ["C", "C", "C", "C", "N", "C", "S", "C", "C", "O", "N", "C", "C", "C", "C", "C", "C", "O", "C", "O", "N", "C", "C", "C", "C", "C", "C", "H", "H", "H", "H", "H", "H", "H", "H", "H", "H", "H", "H", "H", "H", "H", "H", "H", "H", "H", "H", "H"],
  "positions_angstrom": [[4.76790, 0.82647, 2.93425], [3.55576, 0.38464, 2.12043], [2.90530, -0.84952, 2.73858], [3.98670, 0.11212, 0.67000], [2.87788, -0.22661, -0.17778], [1.96419, 0.64132, -0.69797], [2.04958, 2.36154, -0.43099], [0.76998, 2.86089, -1.61506], [-0.57112, 2.13943, -1.46420], [-1.26811, 1.96144, -2.43248], [-0.89742, 1.86511, -0.17536], [-1.96764, 1.10988, 0.30936], [-1.98249, 0.81323, 1.66901], [-3.00871, 0.07115, 2.24482], [-4.01077, -0.36150, 1.41216], [-3.99533, -0.06836, 0.04740], [-2.99240, 0.66541, -0.53423], [-5.10137, -0.61474, -0.54459], [-5.81510, -1.26200, 0.48584], [-5.12938, -1.09922, 1.70867], [1.01883, 0.08100, -1.39504], [1.29278, -1.26157, -1.35146], [0.61160, -2.33072, -1.91832], [1.12178, -3.59384, -1.70362], [2.27809, -3.79968, -0.94924], [2.96747, -2.74948, -0.37577], [2.46150, -1.47702, -0.58243], [5.21065, 1.72364, 2.50852], [5.52188, 0.04232, 2.95013], [4.47591, 1.04103, 3.95883], [2.82617, 1.20202, 2.10455], [2.57881, -0.63443, 3.75306], [2.03866, -1.16642, 2.16213], [3.61369, -1.67457, 2.77583], [4.70009, -0.71492, 0.64148], [4.46856, 1.00819, 0.26383], [1.14077, 2.68555, -2.62445], [0.62904, 3.93280, -1.46331], [-0.19468, 2.08817, 0.51950], [-1.17786, 1.16574, 2.29768], [-3.01769, -0.15597, 3.29728], [-2.98127, 0.88441, -1.58660], [-5.90555, -2.33578, 0.25409], [-6.82332, -0.82423, 0.56770], [-0.27914, -2.16020, -2.50017], [0.61823, -4.44919, -2.12873], [2.64187, -4.80678, -0.80966], [3.85986, -2.91914, 0.20770]],
  "forces_ev_per_angstrom": [[-0.26, 0.05, -0.18], [0.20, -0.23, -0.01], [-0.07, 0.28, -0.15], [0.10, 0.29, 0.50], [-0.21, 0.02, -0.24], [-0.31, -0.03, -0.29], [0.18, 0.44, 0.11], [0.26, -0.26, -0.07], [0.18, 0.38, 0.22], [-0.24, -0.03, -0.25], [0.08, 0.32, 0.34], [-0.26, -0.17, 0.13], [0.09, 0.08, -0.17], [-0.36, -0.19, -0.14], [0.14, 0.20, -0.55], [0.18, -0.05, 0.78], [-0.27, -0.17, -0.16], [0.38, 0.27, -0.24], [-1.06, -0.63, -0.09], [0.29, 0.11, 0.30], [0.09, 0.30, -0.11], [0.62, -0.27, 0.39], [0.10, 0.04, 0.06], [-0.14, -0.10, -0.11], [0.09, -0.07, 0.06], [0.16, 0.02, 0.12], [-0.52, -0.31, -0.42], [0.13, 0.12, 0.00], [0.13, -0.10, 0.03], [0.03, 0.03, 0.12], [0.01, -0.03, -0.01], [-0.04, -0.02, 0.12], [-0.09, -0.09, -0.01], [0.09, -0.14, 0.02], [0.03, 0.08, -0.03], [0.08, -0.15, -0.02], [-0.18, 0.00, 0.07], [0.02, -0.04, 0.00], [-0.08, -0.07, -0.24], [0.11, 0.06, 0.05], [0.01, -0.03, 0.15], [0.00, 0.04, -0.09], [0.11, 0.25, 0.04], [0.27, -0.03, -0.01], [-0.13, 0.01, -0.08], [-0.05, -0.07, -0.04], [0.03, -0.07, 0.02], [0.08, -0.05, 0.07]],
  "nbo_charge": [-0.60, -0.22, -0.61, -0.21, -0.37, 0.23, 0.24, -0.61, 0.71, -0.60, -0.61, 0.16, -0.25, -0.25, 0.20, 0.32, -0.32, -0.49, 0.24, -0.48, -0.52, 0.17, -0.22, -0.23, -0.22, -0.24, 0.09, 0.21, 0.20, 0.22, 0.20, 0.21, 0.22, 0.20, 0.21, 0.22, 0.26, 0.25, 0.40, 0.20, 0.23, 0.27, 0.16, 0.16, 0.23, 0.21, 0.21, 0.21],
  "total_energy_ha": -1562.9347,
  "de_lowest_kj_mol": 168.92,
  "lumo_energy_ev": 0.45,
  "smiles": "CC(C)Cn1c(SCC(=O)Nc2ccc3c(c2)OCO3)nc2ccccc21",
  "total_charge": 0
}

***

# 2
{
  "formula": "C5H6O",
  "method": "wB97M-V/def2-TZVPD",
  "symbols": ["C", "C", "C", "C", "C", "O", "H", "H", "H", "H", "H", "H"],
  "positions_angstrom": [[2.44950, -0.31918, 0.29566], [1.10091, 0.23331, 0.17933], [-0.05011, 0.58987, 0.15885], [-1.50819, 0.70461, 0.17196], [-2.07822, -0.39126, -0.72287], [-3.02902, -1.06992, -0.43011], [2.80868, -0.21581, 1.32468], [3.16700, 0.16431, -0.37357], [2.41175, -1.38828, 0.06205], [-1.86398, 1.68252, -0.17999], [-1.88313, 0.54930, 1.18866], [-1.52520, -0.53948, -1.67464]],
  "forces_ev_per_angstrom": [[0.06, 0.00, 0.05], [-0.50, 0.11, 0.03], [0.54, -0.31, 0.09], [-0.02, -0.03, 0.06], [-0.34, -0.15, 0.08], [0.41, 0.32, -0.13], [-0.01, 0.01, -0.17], [-0.15, -0.05, 0.08], [0.10, 0.16, -0.01], [0.09, -0.16, -0.01], [-0.06, 0.09, -0.16], [-0.13, 0.01, 0.09]],
  "nbo_charge": [-0.68, 0.03, -0.05, -0.58, 0.46, -0.51, 0.24, 0.24, 0.24, 0.25, 0.25, 0.11],
  "total_energy_ha": -269.2835,
  "de_lowest_kj_mol": 164.76,
  "lumo_energy_ev": 0.89,
  "smiles": "CC#CCC=O",
  "total_charge": 0
}

***

# 3
{
  "formula": "C52H60INO3P",
  "method": "wB97M-V/def2-TZVPD",
  "symbols": ["C", "C", "C", "C", "C", "C", "O", "C", "C", "C", "C", "C", "C", "P", "O", "I", "C", "C", "C", "C", "N", "O", "H", "H", "H", "H", "H", "H", "H", "H", "H", "H", "H", "H", "H", "H", "H", "H", "H", "H", "H", "H", "H", "H", "H", "H", "C", "C", "C", "C", "C", "C", "H", "H", "H", "H", "H", "H", "C", "C", "C", "C", "C", "C", "H", "H", "H", "H", "H", "H", "C", "C", "C", "C", "C", "C", "H", "H", "H", "H", "H", "H", "C", "C", "C", "C", "C", "C", "H", "H", "H", "H", "H", "H", "C", "C", "C", "C", "C", "C", "H", "H", "H", "H", "H", "H", "C", "C", "C", "C", "C", "C", "H", "H", "H", "H", "H", "H"],
  "positions_angstrom": [[1.50688, -3.10729, 1.94090], [1.83431, -2.02538, 0.91326], [2.88813, -1.09066, 1.49998], [2.29862, -2.72986, -0.37016], [2.64512, -1.75820, -1.51346], [4.19181, -1.55407, -1.50356], [4.61176, -0.34877, -2.13335], [5.07890, 0.65541, -1.31479], [4.59296, 1.94200, -1.49415], [5.06300, 2.97083, -0.69418], [6.00474, 2.72648, 0.29011], [6.50057, 1.44081, 0.45322], [6.04861, 0.40768, -0.35341], [2.41785, -2.71694, -3.11328], [2.59260, -1.51585, -4.21172], [-0.00368, -3.14614, -3.22788], [1.86871, -0.41158, -1.48214], [0.76237, -0.14591, -0.40337], [-0.58769, 0.06645, -1.09748], [1.08114, 1.17013, 0.33717], [0.60119, -1.28176, 0.55815], [-0.42427, -2.02397, 0.38680], [0.71881, -3.76696, 1.59065], [1.27266, -2.69600, 2.92350], [2.41062, -3.71302, 2.06173], [3.72262, -1.67773, 1.88536], [2.45892, -0.50613, 2.31585], [3.29320, -0.37918, 0.77977], [1.52045, -3.44016, -0.65207], [3.18869, -3.31624, -0.11650], [4.56856, -1.62628, -0.48399], [4.65741, -2.37495, -2.06265], [3.86099, 2.15554, -2.26231], [4.69431, 3.97954, -0.83432], [6.36073, 3.52766, 0.92366], [7.24944, 1.21975, 1.20449], [6.44409, -0.59318, -0.22951], [2.88156, -0.68377, -3.81269], [1.37032, -0.26896, -2.44512], [2.58421, 0.40156, -1.40753], [-1.38201, 0.21871, -0.36805], [-0.50942, 0.96967, -1.70826], [-0.84355, -0.75481, -1.75821], [0.46456, 1.24850, 1.23626], [0.78032, 1.98974, -0.31590], [2.12644, 1.26551, 0.61925], [-1.82950, -2.46395, -9.13353], [-0.55107, -2.11684, -9.54889], [0.44585, -1.88698, -8.61045], [0.16726, -2.00880, -7.25576], [-1.10984, -2.35873, -6.84186], [-2.10950, -2.58309, -7.77896], [-2.60776, -2.64061, -9.86509], [-0.33174, -2.02529, -10.60502], [1.44177, -1.61353, -8.93505], [0.94492, -1.83525, -6.52138], [-1.31470, -2.45692, -5.78346], [-3.10795, -2.84922, -7.45456], [-4.91216, -6.63529, -7.46455], [-6.13840, -7.02414, -6.94347], [-6.57166, -6.50929, -5.72950], [-5.78086, -5.60154, -5.03891], [-4.55615, -5.21056, -5.56184], [-4.11955, -5.72937, -6.77329], [-4.57285, -7.03914, -8.40973], [-6.75672, -7.72961, -7.48349], [-7.52607, -6.81587, -5.32120], [-6.11927, -5.19831, -4.09316], [-3.93861, -4.50212, -5.02360], [-3.16120, -5.42875, -7.17748], [-0.81017, 2.63403, 5.36087], [0.38954, 3.23963, 5.70944], [1.59281, 2.70981, 5.25953], [1.59645, 1.58062, 4.45345], [0.39616, 0.97510, 4.10515], [-0.80278, 1.49875, 4.56229], [-1.75020, 3.04284, 5.70852], [0.39249, 4.12543, 6.33184], [2.52773, 3.18053, 5.53647], [2.53492, 1.17374, 4.09655], [0.39339, 0.09226, 3.47524], [-1.73675, 1.02152, 4.29149], [-4.71238, 5.06692, 3.19493], [-3.32876, 4.95859, 3.16207], [-2.73154, 3.88137, 2.52346], [-3.51793, 2.91376, 1.91375], [-4.90132, 3.02208, 1.94498], [-5.49875, 4.09797, 2.58704], [-5.17830, 5.90676, 3.69435], [-2.71436, 5.71360, 3.63488], [-1.65238, 3.79185, 2.50358], [-3.05151, 2.07347, 1.41447], [-5.51403, 2.26768, 1.46859], [-6.57753, 4.18118, 2.61384], [2.49552, 7.66158, 3.11412], [1.70610, 8.80302, 3.09651], [0.36906, 8.72769, 3.46121], [-0.17739, 7.51153, 3.84722], [0.61176, 6.36946, 3.86586], [1.94750, 6.44517, 3.49693], [3.53797, 7.72035, 2.82839], [2.13311, 9.75203, 2.79901], [-0.24717, 9.61733, 3.44515], [-1.21881, 7.45823, 4.13708], [0.19129, 5.41720, 4.16133], [2.56019, 5.55212, 3.50799], [-1.23615, -3.59412, 6.42770], [-1.03012, -2.46566, 5.64605], [-1.50856, -2.42475, 4.34443], [-2.19831, -3.51035, 3.82285], [-2.40674, -4.63787, 4.60475], [-1.92458, -4.68078, 5.90618], [-0.86040, -3.62616, 7.44226], [-0.49617, -1.61459, 6.05144], [-1.34507, -1.54682, 3.73168], [-2.56959, -3.47621, 2.80659], [-2.94507, -5.48469, 4.19892], [-2.08499, -5.56220, 6.51372]],
  "forces_ev_per_angstrom": [[0.45, -0.10, -0.03], [-0.03, -0.27, 0.25], [-0.02, 0.21, -0.13], [0.39, 0.17, 0.14], [-0.29, -0.01, -0.10], [0.04, -0.18, -0.07], [-0.19, 0.04, -0.07], [0.03, -0.01, 0.03], [-0.01, 0.15, -0.14], [0.02, 0.17, 0.04], [0.17, -0.09, 0.16], [0.01, -0.10, 0.01], [-0.02, -0.10, 0.10], [0.13, -0.07, -0.05], [0.19, -0.06, 0.04], [-0.06, 0.04, 0.13], [-0.21, -0.13, 0.02], [-0.25, 0.30, -0.08], [0.16, 0.20, -0.08], [-0.37, -0.32, 0.18], [0.28, -0.18, -0.52], [-0.11, 0.12, 0.24], [-0.15, 0.12, 0.10], [-0.24, 0.06, -0.08], [-0.04, 0.02, 0.05], [-0.02, -0.03, 0.04], [0.03, -0.10, 0.06], [-0.01, -0.07, 0.02], [-0.08, 0.04, -0.02], [-0.05, -0.08, -0.10], [-0.02, 0.19, 0.00], [0.04, 0.00, 0.07], [-0.02, -0.14, -0.03], [-0.07, -0.06, -0.05], [-0.01, 0.02, -0.03], [-0.02, 0.11, -0.01], [0.03, 0.05, -0.03], [-0.03, 0.10, -0.07], [0.03, -0.02, 0.00], [0.03, -0.02, 0.03], [-0.01, -0.07, -0.01], [0.02, -0.03, 0.02], [-0.09, -0.10, 0.15], [0.05, -0.01, 0.00], [0.31, 0.11, 0.02], [-0.02, 0.15, -0.04], [0.01, 0.00, 0.00], [-0.01, 0.00, 0.00], [0.00, 0.00, 0.00], [0.04, -0.01, -0.01], [-0.04, 0.01, 0.00], [-0.01, 0.01, 0.01], [0.00, 0.00, 0.00], [0.00, 0.00, 0.00], [0.00, 0.00, 0.00], [-0.01, 0.00, 0.01], [-0.06, 0.02, -0.08], [0.00, 0.00, 0.00], [0.00, 0.00, 0.00], [0.00, 0.00, 0.00], [0.00, 0.00, 0.00], [-0.01, 0.01, 0.00], [0.03, 0.01, -0.01], [0.01, 0.00, 0.00], [0.00, 0.00, 0.00], [0.00, -0.01, 0.00], [-0.01, 0.00, 0.00], [0.00, 0.00, 0.01], [0.01, 0.00, 0.01], [0.00, 0.00, 0.00], [0.05, 0.02, 0.04], [0.01, -0.04, 0.03], [0.01, 0.04, -0.02], [0.02, 0.00, -0.02], [0.06, -0.06, -0.02], [-0.12, -0.04, -0.04], [0.00, 0.01, -0.01], [-0.01, -0.01, 0.02], [0.00, 0.01, 0.00], [0.00, 0.00, 0.01], [0.01, -0.01, 0.01], [-0.02, 0.02, 0.00], [0.00, 0.00, 0.01], [-0.02, -0.01, 0.02], [0.05, -0.02, -0.02], [0.01, -0.02, 0.00], [0.00, 0.00, 0.00], [0.00, 0.00, 0.00], [0.00, 0.00, 0.00], [0.01, 0.01, 0.00], [0.00, 0.02, 0.00], [0.00, 0.00, 0.00], [0.00, -0.01, 0.00], [0.00, 0.00, 0.00], [0.00, 0.00, 0.00], [0.00, 0.01, 0.00], [0.00, 0.00, 0.01], [0.03, 0.01, 0.01], [-0.03, 0.01, -0.05], [0.02, -0.02, 0.00], [0.00, 0.00, 0.00], [0.00, 0.00, -0.01], [0.00, 0.00, 0.00], [-0.01, 0.00, 0.00], [-0.03, 0.00, 0.00], [0.00, -0.01, 0.00], [-0.01, -0.03, -0.02], [0.05, 0.07, 0.02], [-0.01, 0.00, -0.02], [-0.01, -0.01, -0.03], [0.01, 0.00, 0.00], [0.01, 0.01, 0.00], [0.00, 0.00, 0.01], [0.00, 0.00, 0.00], [0.00, 0.00, -0.02], [0.02, 0.00, -0.01], [0.00, -0.01, 0.00], [-0.01, 0.00, 0.00]],
  "lowdin_spin": [0.00, 0.02, 0.00, 0.02, 0.00, 0.00, 0.00, 0.00, 0.00, 0.00, 0.00, 0.00, 0.00, 0.00, 0.00, 0.00, 0.02, 0.02, 0.00, 0.01, 0.38, 0.52, 0.00, 0.00, 0.00, 0.00, 0.00, 0.00, 0.00, 0.00, 0.00, 0.00, 0.00, 0.00, 0.00, 0.00, 0.00, 0.00, 0.00, 0.00, 0.00, 0.00, 0.00, 0.00, 0.00, 0.00, 0.00, 0.00, 0.00, 0.00, 0.00, 0.00, 0.00, 0.00, 0.00, 0.00, 0.00, 0.00, 0.00, 0.00, 0.00, 0.00, 0.00, 0.00, 0.00, 0.00, 0.00, 0.00, 0.00, 0.00, 0.00, 0.00, 0.00, 0.00, 0.00, 0.00, 0.00, 0.00, 0.00, 0.00, 0.00, 0.00, 0.00, 0.00, 0.00, 0.00, 0.00, 0.00, 0.00, 0.00, 0.00, 0.00, 0.00, 0.00, 0.00, 0.00, 0.00, 0.00, 0.00, 0.00, 0.00, 0.00, 0.00, 0.00, 0.00, 0.00, 0.00, 0.00, 0.00, 0.00, 0.00, 0.00, 0.00, 0.00, 0.00, 0.00, 0.00, 0.00],
  "multiplicity": 2,
  "total_energy_ha": -2936.9418,
  "lumo_energy_ev": [0.37, 0.36],
  "total_charge": 0
}

***

Q: What is the formula in the third record?
A: C52H60INO3P